(1)
{
  "formula": "C44H51BO14P",
  "method": "wB97M-V/def2-TZVPD",
  "homo_lumo_gap_ha": 0.1770,
  "total_charge": -1,
  "largest_force_ev_per_a": 4.9,
  "homo_energy_ev": -5.445,
  "species": ["C", "C", "C", "O", "C", "B", "C", "C", "C", "C", "C", "C", "C", "C", "C", "C", "P", "O", "O", "O", "H", "H", "H", "H", "H", "H", "H", "H", "H", "H", "H", "H", "H", "H", "H", "H", "H", "H", "H", "H", "H", "H", "H", "H", "H", "H", "H", "H", "H", "H", "H", "C", "C", "C", "O", "C", "C", "C", "O", "H", "H", "H", "H", "C", "C", "C", "O", "C", "C", "C", "O", "H", "H", "H", "H", "C", "C", "C", "O", "C", "C", "C", "O", "H", "H", "H", "H", "C", "C", "C", "O", "C", "C", "C", "O", "H", "H", "H", "H", "C", "C", "C", "O", "C", "C", "C", "O", "H", "H", "H", "H"],
  "positions_angstrom": [[-0.0724, 2.3783, 1.8422], [0.7623, 3.7245, 1.3357], [2.2980, 3.3300, 0.8528], [2.3465, 1.9373, 0.3811], [2.4182, 1.8853, -1.1172], [2.7048, 0.3153, -1.5096], [1.4506, -0.4745, -2.2160], [-0.0226, -0.1883, -1.5640], [-0.5008, -1.2572, -0.4158], [0.4778, -1.3560, 0.8950], [-1.9727, -0.6910, 0.1429], [-3.2027, -0.9345, -0.9140], [-4.4537, 0.0412, -0.3850], [-5.1420, 1.0553, -1.2309], [-6.7930, 0.8984, -1.3824], [-4.4357, 2.3310, -1.9852], [4.1170, 0.3660, -2.8589], [3.9575, 1.6988, -3.7501], [5.7195, 0.3214, -2.1794], [3.9546, -0.9826, -3.9655], [-1.1216, 2.6435, 2.2969], [0.5115, 1.7349, 2.6268], [-0.2248, 1.7160, 0.8883], [0.1772, 4.1723, 0.4118], [0.7727, 4.4527, 2.2733], [2.9702, 3.3816, 1.8351], [2.7608, 4.1129, 0.1058], [1.4186, 2.3042, -1.5961], [3.2693, 2.6368, -1.4147], [3.1810, -0.2552, -0.5775], [1.4116, -0.3313, -3.3959], [1.6627, -1.6397, -2.0628], [-0.8079, -0.2933, -2.4572], [-0.1822, 0.8850, -1.1270], [-0.7112, -2.3447, -0.8556], [-0.2283, -1.3139, 1.8539], [0.9602, -2.4329, 0.9119], [1.2457, -0.4806, 1.0129], [-2.2932, -1.2080, 1.1589], [-1.9435, 0.4758, 0.3614], [-3.6101, -2.0454, -0.7568], [-2.9471, -0.7079, -2.0345], [-4.8109, -0.0270, 0.7476], [-7.1140, 0.9924, -2.5187], [-7.1720, -0.1163, -0.9218], [-7.2725, 1.7589, -0.7236], [-4.9401, 3.3208, -1.5625], [-4.6100, 2.3504, -3.1548], [-3.2788, 2.3737, -1.7196], [5.6131, 0.3624, -1.1836], [4.0507, -0.5866, -4.9023], [8.7845, -3.5695, -5.5746], [9.6816, -3.3725, -4.6037], [9.3909, -2.4847, -3.4606], [10.2122, -2.3023, -2.5725], [8.0705, -1.8248, -3.4313], [7.1734, -2.0218, -4.4022], [7.4642, -2.9096, -5.5453], [6.6429, -3.0921, -6.4334], [8.9821, -4.2169, -6.4203], [10.6542, -3.8499, -4.6104], [7.8729, -1.1775, -2.5856], [6.2008, -1.5444, -4.3955], [-3.8155, -4.4124, -6.1746], [-2.9184, -4.2154, -5.2037], [-3.2091, -3.3276, -4.0606], [-2.3878, -3.1451, -3.1725], [-4.5295, -2.6676, -4.0313], [-5.4266, -2.8647, -5.0022], [-5.1358, -3.7524, -6.1453], [-5.9571, -3.9349, -7.0334], [-3.6179, -5.0597, -7.0203], [-1.9458, -4.6927, -5.2104], [-4.7271, -2.0203, -3.1856], [-6.3992, -2.3873, -4.9955], [-2.5341, -9.2920, -5.2219], [-2.0677, -10.2768, -4.4479], [-1.5709, -10.0091, -3.0839], [-1.1421, -10.9095, -2.3754], [-1.6109, -8.6120, -2.6079], [-2.0772, -7.6273, -3.3820], [-2.5740, -7.8950, -4.7460], [-3.0029, -6.9946, -5.4544], [-2.9015, -9.4711, -6.2250], [-2.0325, -11.3067, -4.7822], [-1.2434, -8.4329, -1.6049], [-2.1124, -6.5973, -3.0477], [-0.2976, 6.3126, 4.6567], [-0.3825, 7.2920, 5.5621], [-1.2645, 7.1722, 6.7398], [-1.3443, 8.0690, 7.5680], [-2.0474, 5.9282, 6.8789], [-1.9625, 4.9488, 5.9735], [-1.0805, 5.0686, 4.7958], [-1.0006, 4.1718, 3.9676], [0.3438, 6.3847, 3.7869], [0.1858, 8.2103, 5.4747], [-2.6888, 5.8561, 7.7488], [-2.5308, 4.0305, 6.0610], [1.0579, 4.3984, 10.4373], [1.3062, 4.8204, 11.6810], [0.8947, 6.1651, 12.1301], [1.1233, 6.5529, 13.2676], [0.1971, 7.0242, 11.1528], [-0.0512, 6.6022, 9.9092], [0.3603, 5.2575, 9.4601], [0.1317, 4.8697, 8.3226], [1.3537, 3.4154, 10.0916], [1.8163, 4.2019, 12.4097], [-0.0986, 8.0072, 11.4986], [-0.5612, 7.2207, 9.1804]]
}

(2)
{
  "formula": "C44H51CsN6O3P2S4",
  "method": "wB97M-V/def2-TZVPD",
  "homo_lumo_gap_ha": 0.2124,
  "total_charge": -2,
  "largest_force_ev_per_a": 3.4,
  "homo_energy_ev": -2.196,
  "species": ["Cs", "C", "S", "C", "S", "N", "N", "C", "C", "C", "C", "C", "C", "N", "H", "H", "H", "H", "H", "H", "H", "H", "O", "P", "C", "P", "O", "C", "C", "C", "C", "C", "C", "C", "C", "C", "C", "C", "C", "C", "C", "C", "C", "C", "C", "C", "C", "C", "C", "C", "C", "H", "H", "H", "H", "H", "H", "H", "H", "H", "H", "H", "H", "H", "H", "H", "H", "H", "H", "H", "H", "H", "H", "O", "S", "C", "C", "C", "C", "H", "H", "H", "H", "H", "H", "H", "H", "C", "C", "N", "C", "N", "C", "C", "C", "N", "C", "H", "H", "H", "H", "H", "H", "H", "H", "H", "H", "H", "H", "H", "S"],
  "positions_angstrom": [[-0.1475, -0.9705, 1.2965], [1.4143, -3.0114, 7.0392], [0.1025, -1.8761, 7.5270], [-0.0721, -1.1047, 5.8794], [-1.0221, -1.9322, 4.7278], [0.5380, 0.0298, 5.8419], [0.7678, 0.6115, 4.6223], [0.3075, 1.7939, 4.5119], [0.5452, 2.6423, 3.3253], [0.1853, 3.9890, 3.4005], [0.3505, 4.8004, 2.2957], [0.8800, 4.2466, 1.1446], [1.2199, 2.8999, 1.1739], [1.0568, 2.1032, 2.2201], [1.6003, -3.6956, 7.8668], [2.3323, -2.4754, 6.8033], [1.0894, -3.5833, 6.1715], [-0.3203, 2.2154, 5.3006], [-0.2248, 4.3771, 4.3228], [0.0710, 5.8470, 2.3339], [1.0207, 4.8262, 0.2427], [1.6409, 2.4315, 0.2999], [-1.8672, 0.7458, 1.2574], [-3.0252, 0.7203, 0.2783], [-2.8882, -0.2906, -1.0839], [-0.4402, -0.6010, -2.5870], [0.0478, -0.8064, -1.1605], [-1.5854, -1.8939, -3.1572], [-1.2777, -3.1919, -2.7640], [-2.0263, -4.2616, -3.2241], [-3.0903, -4.0535, -4.0920], [-3.4101, -2.7580, -4.4720], [-2.6701, -1.6871, -3.9961], [-0.9016, 1.1072, -3.0128], [-0.7183, 2.0903, -2.0506], [-0.8597, 3.4322, -2.3697], [-1.2352, 3.8066, -3.6514], [-1.4399, 2.8252, -4.6128], [-1.2482, 1.4890, -4.3043], [-4.5232, 0.3363, 1.2931], [-4.8581, 1.1162, 2.4011], [-5.9092, 0.7656, 3.2280], [-6.6464, -0.3839, 2.9675], [-6.3244, -1.1708, 1.8762], [-5.2673, -0.8092, 1.0476], [-3.4180, 2.4417, -0.1881], [-2.7369, 3.4637, 0.4621], [-3.0535, 4.7910, 0.2105], [-4.0487, 5.1071, -0.7008], [-4.7321, 4.0909, -1.3574], [-4.4222, 2.7667, -1.0936], [-3.7639, -0.1674, -1.7337], [-2.8930, -1.3176, -0.6892], [-0.4337, -3.3560, -2.1059], [-1.7718, -5.2648, -2.9052], [-3.6667, -4.8919, -4.4630], [-4.2491, -2.5763, -5.1322], [-2.9549, -0.6780, -4.2660], [-0.4741, 1.7954, -1.0350], [-0.7001, 4.1815, -1.6060], [-1.3728, 4.8518, -3.8970], [-1.7247, 3.1041, -5.6207], [-1.3128, 0.7361, -5.0803], [-4.2736, 2.0015, 2.6229], [-6.1450, 1.3761, 4.0901], [-7.4595, -0.6684, 3.6234], [-6.8853, -2.0736, 1.6714], [-5.0108, -1.4212, 0.1915], [-1.9529, 3.1952, 1.1619], [-2.5133, 5.5786, 0.7219], [-4.2944, 6.1424, -0.9013], [-5.5053, 4.3323, -2.0748], [-4.9544, 1.9754, -1.6069], [5.0368, 0.1928, -2.0132], [4.2145, 1.1034, -1.1414], [4.8332, 2.7662, -1.4912], [4.1896, 3.1548, -2.8186], [2.7089, 2.8306, -2.6294], [2.6457, 1.4448, -1.9850], [5.9182, 2.6781, -1.5000], [4.5237, 3.4257, -0.6772], [4.6119, 2.5270, -3.6065], [4.3677, 4.2004, -3.0826], [2.1385, 2.8422, -3.5589], [2.2560, 3.5733, -1.9629], [2.5178, 0.6306, -2.7077], [1.8310, 1.3500, -1.2681], [5.2651, -3.5676, -1.6451], [3.9611, -2.8234, -1.8513], [3.4293, -2.4752, -0.5510], [3.4600, -3.3084, 0.5406], [2.6247, -3.0962, 1.4783], [2.6356, -3.8987, 2.6803], [3.9449, -4.6554, 2.8757], [4.3330, -5.3043, 1.5607], [4.4599, -4.2869, 0.5384], [5.0042, -4.7433, -0.7236], [5.9983, -2.8983, -1.1888], [5.6607, -3.9214, -2.6000], [3.2600, -3.4553, -2.4178], [4.1046, -1.8989, -2.4096], [2.6312, -1.8541, -0.5361], [1.7953, -4.6042, 2.6549], [2.4414, -3.2451, 3.5344], [3.8485, -5.4090, 3.6611], [4.7351, -3.9590, 3.1690], [3.5702, -6.0524, 1.2809], [5.2937, -5.8294, 1.6314], [4.3080, -5.4416, -1.2215], [5.9203, -5.3042, -0.5065], [1.0738, -0.8948, -3.9688]]
}